No. 1
{"formula": "C32H22F5N4ORuS3", "method": "ωB97M-V with the def2-TZVPD basis set", "max_force_ha_per_bohr": 0.00378, "e_tot_ha": -3315.65452, "s_squared": 0.7562, "e_above_lowest_kcal_mol": 0.0, "orbital_gap_ev": [7.70, 7.09], "multiplicity": 2, "charge": 0, "homo_ev": [-8.185, -8.224], "elements": ["Ru", "C", "C", "N", "N", "C", "S", "S", "C", "C", "C", "C", "C", "C", "C", "C", "C", "C", "C", "C", "C", "O", "H", "H", "H", "H", "H", "H", "H", "H", "H", "H", "H", "H", "H", "H", "F", "C", "C", "C", "F", "C", "F", "C", "F", "C", "F", "S", "C", "C", "C", "N", "C", "C", "C", "C", "C", "N", "C", "C", "H", "H", "H", "H", "H", "H", "H", "H"], "coordinates": [[0.912, 2.239, 0.245], [-0.369, 1.313, -3.955], [0.502, 1.558, -2.752], [0.001, 2.063, -1.668], [-1.374, 2.322, -1.705], [-1.827, 2.959, -0.692], [-0.889, 3.564, 0.658], [-3.543, 3.301, -0.578], [-4.224, 2.128, -1.785], [-4.240, 0.708, -1.288], [-3.431, -0.266, -1.863], [-3.483, -1.582, -1.422], [-4.345, -1.939, -0.396], [-5.145, -0.970, 0.196], [-5.091, 0.341, -0.246], [1.932, 1.228, -2.855], [2.419, 0.776, -4.101], [3.732, 0.435, -4.312], [4.638, 0.528, -3.255], [4.212, 0.981, -2.032], [2.876, 1.362, -1.805], [2.626, 1.836, -0.599], [-1.414, 1.332, -3.675], [-0.132, 0.361, -4.422], [-0.210, 2.103, -4.693], [-3.674, 2.224, -2.719], [-5.241, 2.489, -1.949], [-2.764, 0.007, -2.670], [-2.854, -2.331, -1.887], [-4.397, -2.967, -0.060], [-5.823, -1.241, 0.996], [-5.721, 1.093, 0.216], [1.742, 0.706, -4.938], [4.054, 0.102, -5.289], [5.676, 0.254, -3.397], [4.893, 1.084, -1.198], [1.293, 0.411, 3.155], [1.861, 1.642, 3.195], [1.778, 2.491, 2.109], [2.421, 3.706, 2.276], [2.395, 4.584, 1.244], [3.094, 4.084, 3.420], [3.696, 5.273, 3.520], [3.140, 3.198, 4.484], [3.780, 3.528, 5.609], [2.520, 1.968, 4.370], [2.568, 1.105, 5.393], [-1.789, -3.626, 1.335], [-1.084, -2.022, 1.037], [-0.010, -1.858, 0.172], [0.510, -0.597, -0.017], [0.012, 0.482, 0.604], [-1.035, 0.333, 1.424], [-1.609, -0.901, 1.658], [-0.312, -4.445, 1.911], [0.233, -5.497, 1.192], [1.376, -6.111, 1.689], [1.984, -5.738, 2.810], [1.449, -4.725, 3.489], [0.303, -4.054, 3.092], [0.430, -2.701, -0.343], [1.351, -0.430, -0.676], [-1.396, 1.227, 1.908], [-2.454, -0.978, 2.328], [-0.220, -5.835, 0.270], [1.826, -6.938, 1.151], [1.959, -4.436, 4.400], [-0.094, -3.241, 3.686]], "forces_ev_per_a": [[-0.089, 0.173, 0.008], [-0.039, 0.030, 0.000], [0.024, 0.068, -0.001], [-0.036, -0.117, 0.055], [0.070, -0.032, -0.012], [-0.059, 0.020, 0.020], [0.056, -0.013, -0.022], [0.004, -0.005, 0.003], [-0.040, 0.011, -0.012], [0.003, -0.003, 0.018], [-0.011, -0.010, -0.021], [-0.008, 0.009, -0.006], [0.001, 0.003, 0.012], [-0.001, -0.004, -0.006], [0.006, 0.005, 0.001], [-0.010, 0.032, -0.012], [0.002, -0.019, -0.024], [-0.004, -0.001, -0.001], [-0.002, -0.001, 0.015], [0.014, -0.001, -0.020], [0.011, 0.036, 0.031], [0.048, -0.081, -0.009], [0.016, 0.030, -0.006], [-0.021, -0.009, 0.025], [0.040, -0.026, -0.019], [0.011, 0.005, 0.006], [0.001, -0.016, -0.009], [-0.005, -0.003, 0.015], [0.005, -0.005, 0.006], [-0.001, 0.002, -0.011], [0.002, 0.000, 0.003], [0.004, 0.004, 0.002], [0.006, 0.003, 0.007], [-0.001, -0.005, 0.000], [0.002, 0.002, 0.000], [-0.001, 0.003, 0.002], [-0.007, 0.011, -0.007], [0.002, -0.011, -0.006], [0.025, 0.039, -0.019], [0.003, -0.007, 0.014], [-0.005, -0.003, 0.002], [0.006, 0.004, 0.000], [-0.005, -0.009, -0.001], [0.005, 0.003, 0.011], [-0.006, -0.005, -0.013], [0.005, -0.010, 0.004], [0.001, 0.008, -0.012], [0.050, 0.040, 0.024], [-0.032, -0.042, 0.041], [0.051, 0.017, 0.032], [-0.006, -0.046, -0.001], [-0.003, -0.048, -0.013], [-0.013, -0.013, -0.013], [-0.067, 0.008, -0.056], [-0.013, -0.021, -0.074], [-0.051, -0.031, 0.019], [0.003, -0.001, 0.016], [0.009, -0.011, -0.010], [-0.017, 0.015, -0.004], [0.038, 0.023, -0.003], [0.004, 0.002, 0.004], [0.000, -0.004, 0.008], [-0.001, -0.002, 0.009], [0.011, -0.004, 0.015], [0.009, 0.012, -0.009], [-0.001, -0.003, 0.000], [0.002, -0.002, 0.003], [0.007, 0.004, 0.002]]}

***

No. 2
{"formula": "C32H23MgN5O4", "method": "ωB97M-V with the def2-TZVPD basis set", "max_force_ha_per_bohr": 0.01563, "e_tot_ha": -2008.31373, "e_above_lowest_kcal_mol": 15.2, "orbital_gap_ev": 5.85, "charge": -2, "homo_ev": -1.334, "elements": ["Mg", "C", "C", "N", "C", "C", "C", "C", "C", "C", "C", "N", "C", "C", "C", "C", "C", "C", "C", "C", "N", "C", "H", "H", "H", "H", "H", "H", "H", "H", "H", "H", "H", "H", "C", "N", "C", "C", "C", "C", "C", "N", "C", "C", "C", "C", "C", "C", "H", "H", "H", "H", "H", "H", "H", "H", "H", "H", "H", "O", "C", "O", "C", "O", "O"], "coordinates": [[0.147, 0.259, 0.195], [-3.774, -2.179, -1.160], [-2.539, -2.120, -0.494], [-2.152, -1.089, 0.213], [-2.968, -0.022, 0.322], [-4.242, 0.019, -0.304], [-4.620, -1.108, -1.063], [-5.064, 1.158, -0.154], [-4.597, 2.213, 0.589], [-3.346, 2.196, 1.215], [-2.483, 1.096, 1.118], [-1.281, 0.881, 1.673], [-0.616, 1.583, 2.606], [-0.955, 2.760, 3.279], [-0.154, 3.285, 4.298], [0.998, 2.672, 4.720], [1.420, 1.496, 4.063], [2.608, 0.813, 4.392], [2.977, -0.294, 3.674], [2.158, -0.716, 2.618], [1.034, -0.121, 2.301], [0.643, 0.968, 2.997], [-4.038, -3.051, -1.744], [-1.838, -2.946, -0.564], [-5.579, -1.101, -1.572], [-6.037, 1.189, -0.631], [-5.217, 3.098, 0.696], [-3.040, 3.086, 1.737], [-1.838, 3.313, 3.009], [-0.456, 4.219, 4.761], [1.602, 3.090, 5.518], [3.229, 1.180, 5.201], [3.898, -0.819, 3.893], [2.458, -1.553, 1.999], [1.432, -3.193, -0.095], [0.753, -1.993, -0.574], [0.558, -1.938, -1.844], [-0.128, -0.867, -2.471], [-0.504, -0.706, -3.815], [-1.230, 0.484, -3.866], [-1.247, 0.985, -2.552], [-0.598, 0.174, -1.717], [2.873, -3.367, -0.548], [3.351, -4.628, -0.891], [4.676, -4.811, -1.268], [5.536, -3.724, -1.320], [5.055, -2.456, -1.016], [3.734, -2.273, -0.633], [0.880, -4.092, -0.410], [1.391, -3.179, 0.997], [0.910, -2.750, -2.498], [-0.259, -1.370, -4.634], [-1.664, 0.949, -4.740], [-1.711, 1.891, -2.184], [2.682, -5.483, -0.868], [5.033, -5.800, -1.534], [6.573, -3.862, -1.604], [5.701, -1.589, -1.090], [3.346, -1.270, -0.460], [3.642, 1.902, -0.892], [2.513, 1.650, -0.471], [2.082, 0.484, -0.146], [1.434, 2.765, -0.260], [1.740, 3.957, -0.344], [0.282, 2.287, 0.017]], "forces_ev_per_a": [[0.207, -0.256, 0.295], [-0.214, 0.068, -0.047], [0.045, 0.047, 0.097], [-0.131, -0.326, -0.036], [-0.413, 0.046, -0.083], [0.295, -0.097, 0.093], [0.113, -0.072, 0.010], [-0.096, 0.275, 0.093], [-0.256, -0.207, -0.219], [0.297, 0.006, 0.093], [-0.326, 0.219, 0.362], [-0.093, -0.089, -0.088], [-0.282, 0.220, 0.255], [-0.153, -0.137, -0.181], [0.297, -0.067, 0.220], [-0.166, 0.256, 0.079], [-0.081, -0.164, -0.265], [-0.021, -0.147, -0.139], [0.064, 0.113, 0.196], [-0.113, 0.033, -0.067], [0.179, -0.023, 0.168], [0.171, 0.113, 0.408], [0.028, -0.006, -0.007], [0.025, 0.018, -0.023], [-0.006, -0.009, -0.003], [0.020, -0.010, -0.017], [0.025, 0.015, 0.000], [0.006, -0.045, -0.050], [0.040, -0.043, 0.019], [-0.032, -0.019, 0.025], [0.019, 0.002, -0.027], [-0.012, 0.047, 0.003], [-0.015, -0.030, -0.033], [0.022, 0.003, -0.055], [-0.108, 0.000, -0.109], [0.054, -0.107, -0.109], [0.159, -0.273, 0.087], [-0.308, 0.187, -0.267], [0.108, -0.145, 0.105], [-0.019, 0.095, -0.039], [-0.106, -0.032, -0.055], [0.005, -0.127, -0.632], [-0.078, 0.068, -0.007], [0.038, -0.034, 0.071], [0.026, -0.024, 0.004], [0.037, 0.000, 0.024], [0.037, 0.029, 0.004], [-0.164, 0.113, -0.115], [-0.012, 0.013, 0.057], [0.042, -0.026, 0.003], [-0.019, 0.023, -0.002], [-0.005, -0.003, 0.009], [-0.024, 0.000, 0.022], [0.087, 0.018, -0.016], [-0.023, 0.035, 0.025], [-0.014, 0.005, 0.015], [-0.025, 0.005, -0.042], [-0.005, -0.014, 0.016], [-0.020, 0.059, 0.101], [-0.144, 0.028, 0.093], [0.323, -0.228, -0.051], [0.753, -0.074, -0.270], [-0.196, 0.434, 0.036], [-0.007, -0.225, -0.046], [0.167, 0.470, 0.013]]}

***

No. 3
{"formula": "C32H23NO8", "method": "ωB97M-V with the def2-TZVPD basis set", "max_force_ha_per_bohr": 0.10069, "e_tot_ha": -1889.93094, "orbital_gap_ev": 8.58, "smiles": "O=C1c2ccccc2C(=O)c2ccccc21.O=C1c2ccccc2C(=O)c2ccccc21.O=C(O)CCNC(=O)O", "charge": 0, "homo_ev": -9.680, "elements": ["O", "C", "O", "C", "C", "N", "C", "O", "O", "H", "H", "H", "H", "H", "H", "H", "C", "C", "C", "C", "C", "C", "C", "O", "C", "C", "C", "C", "C", "C", "C", "O", "H", "H", "H", "H", "H", "H", "H", "H", "C", "C", "C", "C", "C", "C", "C", "O", "C", "C", "C", "C", "C", "C", "C", "O", "H", "H", "H", "H", "H", "H", "H", "H"], "coordinates": [[5.788, -0.123, 5.565], [5.457, -0.007, 4.361], [4.748, -1.092, 3.730], [5.789, 1.243, 3.426], [4.831, 2.513, 3.631], [3.569, 2.229, 4.376], [2.608, 1.462, 3.571], [2.609, 1.409, 2.312], [1.646, 0.692, 4.305], [4.552, -0.831, 2.792], [6.901, 1.540, 3.513], [5.667, 0.903, 2.326], [4.665, 2.989, 2.592], [5.396, 3.307, 4.251], [3.124, 3.164, 4.503], [1.498, -0.165, 3.826], [-0.718, 5.365, -4.985], [0.542, 5.664, -4.470], [0.940, 5.129, -3.250], [0.074, 4.303, -2.533], [-1.197, 4.024, -3.037], [-1.587, 4.548, -4.271], [-2.144, 3.189, -2.264], [-3.254, 2.941, -2.706], [-1.727, 2.667, -0.944], [-2.629, 1.927, -0.179], [-2.242, 1.420, 1.057], [-0.951, 1.643, 1.530], [-0.050, 2.385, 0.773], [-0.440, 2.907, -0.462], [0.514, 3.725, -1.243], [1.643, 3.924, -0.830], [-1.024, 5.775, -5.942], [1.215, 6.312, -5.022], [1.925, 5.361, -2.856], [-2.569, 4.323, -4.675], [-3.637, 1.747, -0.541], [-2.948, 0.849, 1.653], [-0.647, 1.242, 2.491], [0.952, 2.558, 1.149], [-2.749, -7.344, 1.344], [-1.600, -7.752, 0.670], [-0.964, -6.884, -0.210], [-1.483, -5.607, -0.429], [-2.647, -5.208, 0.228], [-3.273, -6.075, 1.124], [-3.235, -3.874, -0.032], [-4.251, -3.523, 0.545], [-2.577, -2.978, -1.009], [-3.151, -1.741, -1.307], [-2.532, -0.887, -2.213], [-1.334, -1.260, -2.818], [-0.761, -2.493, -2.528], [-1.387, -3.359, -1.629], [-0.788, -4.684, -1.354], [0.259, -5.013, -1.886], [-3.240, -8.019, 2.038], [-1.199, -8.747, 0.833], [-0.066, -7.206, -0.729], [-4.171, -5.765, 1.649], [-4.083, -1.443, -0.837], [-2.983, 0.073, -2.448], [-0.847, -0.589, -3.519], [0.170, -2.780, -3.005]], "forces_ev_per_a": [[-1.347, 0.541, -4.970], [0.648, -0.905, 2.753], [0.981, 2.548, 0.039], [-0.160, -0.540, -1.019], [1.330, 0.901, -0.377], [-1.358, 0.085, -1.497], [-0.810, -1.364, -2.800], [0.466, -0.049, 4.425], [2.213, 1.043, -1.033], [0.298, -0.269, 1.165], [-1.891, -0.520, 0.248], [0.146, 0.450, 1.754], [0.072, -0.845, 1.578], [-0.999, -1.408, -0.824], [0.276, -1.009, 0.431], [0.159, 1.303, 0.167], [-0.051, -0.111, 0.157], [-0.036, -0.131, 0.176], [0.004, 0.131, -0.225], [-0.035, 0.202, -0.332], [0.152, 0.217, -0.272], [0.098, 0.148, -0.162], [-0.825, -0.183, -0.294], [0.274, -0.004, 0.073], [-0.024, -0.157, 0.327], [0.003, -0.114, 0.246], [0.036, 0.097, -0.182], [0.021, 0.092, -0.191], [-0.065, -0.031, 0.141], [-0.174, -0.231, 0.286], [0.918, 0.141, 0.393], [-0.317, -0.025, -0.130], [0.021, -0.050, 0.105], [-0.062, -0.077, 0.063], [-0.167, -0.148, 0.077], [0.095, -0.049, 0.203], [0.173, 0.116, -0.087], [0.064, 0.050, -0.083], [-0.002, 0.064, -0.097], [-0.127, 0.020, -0.218], [-0.002, 0.183, -0.092], [0.021, 0.198, -0.097], [-0.048, -0.215, 0.140], [-0.127, -0.301, 0.208], [0.067, -0.352, 0.133], [0.036, -0.229, 0.071], [-0.792, 0.275, 0.445], [0.267, -0.085, -0.134], [0.063, 0.310, -0.242], [0.076, 0.198, -0.151], [-0.029, -0.147, 0.102], [-0.001, -0.190, 0.117], [-0.044, 0.221, -0.091], [-0.047, 0.338, -0.136], [0.848, -0.255, -0.455], [-0.290, 0.086, 0.152], [0.044, 0.082, -0.073], [-0.030, 0.112, -0.018], [-0.109, 0.208, 0.008], [0.122, 0.104, -0.166], [0.131, -0.186, 0.031], [0.034, -0.091, 0.016], [-0.047, -0.073, 0.070], [-0.142, -0.120, 0.146]]}